{
  "formula": "C20H27N5O5S3",
  "method": "the ωB97M-V functional and the def2-TZVPD basis",
  "multiplicity": 1,
  "lumo_ev": 0.317,
  "e_tot_ha": -2622.8757,
  "elements": ["S", "S", "S", "O", "O", "O", "O", "O", "N", "N", "N", "N", "N", "C", "C", "C", "C", "C", "C", "C", "C", "C", "C", "C", "C", "C", "C", "C", "C", "C", "C", "C", "C", "H", "H", "H", "H", "H", "H", "H", "H", "H", "H", "H", "H", "H", "H", "H", "H", "H", "H", "H", "H", "H", "H", "H", "H", "H", "H", "H"],
  "positions_angstrom": [[0.6914, 4.2742, -2.8890], [-2.3849, -2.6505, 2.6997], [-0.8126, -7.2935, -0.7826], [0.6035, -1.8046, 0.7702], [-2.2116, -2.9243, 4.0918], [-3.6385, -2.9450, 2.0699], [3.8705, 4.9874, 0.8881], [-1.9280, 0.4858, -2.4686], [-0.7726, -1.4240, -0.9626], [1.1414, 2.1090, -1.5437], [-0.1390, -0.2343, -1.3053], [2.8825, 3.6536, -1.3840], [-1.2332, -3.5543, 1.8840], [3.5595, 2.9119, -0.3363], [-0.6577, -4.5671, -0.2786], [-1.2273, -3.3439, 0.4568], [-0.8204, 0.7034, -2.0086], [-0.9021, -0.3670, 3.0266], [3.3344, 5.0236, -1.4753], [-0.3837, -2.1141, 0.1272], [-1.9523, -0.9511, 2.3472], [1.6738, 3.2571, -1.8101], [-1.1628, 1.6136, 1.6753], [-2.2283, 1.0106, 1.0153], [-0.7060, 2.9851, 1.2854], [-0.5101, 0.9150, 2.6873], [-0.0582, 1.9474, -2.1822], [-1.3609, -7.0195, -2.4932], [-0.4660, 2.9997, -2.9416], [3.1741, 5.7005, -0.1067], [3.4080, 3.6597, 0.9944], [-2.6226, -0.2739, 1.3481], [-1.4937, -5.8045, 0.0108], [-2.4379, -6.8793, -2.5079], [2.7708, 5.5584, -2.2394], [-1.0961, -7.9118, -3.0500], [-0.8531, -6.1586, -2.9178], [-2.7466, 1.5430, 0.2314], [-0.4114, -0.9206, 3.8109], [-1.4988, -6.0084, 1.0799], [-2.2728, -3.1935, 0.1718], [-1.5150, 3.5499, 0.8288], [-2.5216, -5.6794, -0.3293], [-0.3139, -3.4499, 2.2932], [4.6193, 2.8454, -0.6003], [0.3135, 1.3792, 3.2094], [3.5992, 6.7046, -0.1186], [-1.3620, 3.0849, -3.5196], [0.1014, 2.9002, 0.5574], [-1.6695, -1.5178, -1.4277], [2.1040, 5.7596, 0.1475], [4.0097, 3.1886, 1.7722], [-0.3331, 3.5307, 2.1494], [3.1289, 1.9141, -0.2733], [-0.6443, -4.3546, -1.3499], [0.7017, -0.0241, -0.7820], [2.3500, 3.6539, 1.2973], [0.3687, -4.7367, 0.0520], [-3.4519, -0.7563, 0.8546], [4.3944, 5.0123, -1.7495]],
  "atomic_forces_ev_per_a": [[0.1902, -0.4901, 0.4073], [0.1891, -0.1943, 0.0510], [-0.1839, 0.0358, -0.0199], [0.1751, -0.0636, 0.0421], [0.3464, 0.1697, -0.0079], [0.0667, 0.2035, -0.2244], [0.1380, 0.0893, 0.0263], [-0.2728, 0.0410, -0.1057], [-0.2949, 0.4924, -0.6940], [0.2746, -0.3991, 0.3356], [0.2233, -0.3658, 0.3985], [0.4160, 0.0776, 0.1152], [-0.6735, 0.1886, 0.5511], [0.0483, -0.0324, 0.4250], [-0.2873, 0.0890, 0.2489], [0.1667, 0.0598, -0.4650], [0.0893, -0.6781, 0.2187], [0.0964, 0.1104, 0.1324], [-0.0162, 0.2924, 0.3232], [-0.0148, 0.1417, -0.2662], [-0.3423, -0.5737, 0.2081], [-0.5129, 0.3710, -0.6449], [-0.0773, -0.0130, -0.0020], [0.0925, -0.0236, 0.0854], [0.0205, -0.0183, -0.0110], [-0.0899, -0.1577, 0.0164], [-0.1697, 1.1168, -0.5531], [0.1817, 0.0875, 0.5421], [0.0601, -0.4141, 0.2352], [-0.0225, 0.0999, -0.3449], [0.0019, -0.3775, -0.1531], [-0.1649, -0.0164, -0.0469], [0.3688, -0.3156, -0.3173], [-0.0860, -0.0040, -0.1099], [0.1027, 0.0342, -0.0127], [-0.0012, -0.0465, -0.1045], [-0.0265, 0.0306, -0.1607], [-0.0664, 0.0616, -0.0852], [0.1391, -0.0084, 0.1181], [-0.0953, -0.0095, -0.0151], [0.1086, 0.0065, -0.2009], [-0.0259, 0.0911, -0.0342], [-0.0900, 0.0386, 0.0975], [0.1587, 0.1000, 0.1599], [-0.0419, -0.0545, 0.0412], [0.0840, 0.0526, 0.0745], [-0.0834, -0.0116, -0.0339], [-0.2533, -0.0386, -0.1160], [0.0413, 0.0780, -0.0395], [0.1245, -0.0520, 0.1851], [0.0634, 0.0154, -0.0263], [-0.0851, -0.0414, -0.0275], [0.0192, 0.0904, 0.0443], [0.1013, 0.0400, 0.0037], [0.0765, 0.0037, 0.0194], [-0.0840, -0.0056, -0.0578], [0.0611, -0.0177, -0.0017], [0.0411, 0.0345, -0.0693], [-0.1161, -0.0022, -0.1043], [-0.0887, 0.0817, -0.0502]]
}